# 1
Computed, not measured: a cluster of 2 separate species, C2H7NO3 in total in a non-equilibrium geometry, with wB97M-V/def2-TZVPD.

Output
LUMO level ... 0.6 eV
Structure (SMILES) ... O=CO.CON
E_HOMO ... -9.67 eV
Largest force on an atom ... 0.0949 Eh/bohr
Energy ... -360.7311 Ha

The geometry in ORCA input format:
```
! wB97M-V def2-TZVPD RIJCOSX def2/J DEFGRID3
* xyz 0 1
O 2.55 -0.06 -1.16
C 1.61 -0.65 -0.63
O 1.82 -1.47 0.46
H 0.72 -1.05 -1.22
H 2.77 -1.41 0.66
C -2.15 0.26 0.56
O -1.04 -0.08 -0.23
N 0.23 0.98 -0.23
H -2.83 -0.61 0.55
H -1.88 0.45 1.61
H -2.69 1.12 0.16
H 0.10 1.43 -1.13
H 0.80 1.10 0.60
*
```

---

# 2
Computed, not measured: a cluster of 3 separate species, C2H7NO3 in total in a non-equilibrium geometry, with wB97M-V/def2-TZVPD.

Output
LUMO level (spin up / spin down) ... -10.4 / -10.4 eV
E_HOMO (spin up / spin down) ... -15.22 / -15.08 eV
Largest force on an atom ... 0.0636 Eh/bohr
Energy ... -360.3143 Ha

The geometry in ORCA input format:
```
! wB97M-V def2-TZVPD RIJCOSX def2/J DEFGRID3
* xyz 1 2
O 2.37 0.34 0.45
C 1.98 -0.52 1.18
O 1.62 -1.73 0.92
C -0.17 -0.06 -1.41
N -1.33 0.44 -0.95
H 1.77 -0.28 2.24
H -0.04 -0.62 -2.34
H 0.51 0.86 -1.48
H 0.28 -0.62 -0.58
H -2.15 0.08 1.71
H -1.38 0.67 0.47
H -1.99 0.70 -1.70
O -1.47 0.74 1.49
*
```

---

# 3
Computed, not measured: the molecule C2H7NO3S in a non-equilibrium geometry, with wB97M-V/def2-TZVPD.

Output
LUMO level ... 0.6 eV
Structure (SMILES) ... CCS(=O)(=O)NO
E_HOMO ... -9.87 eV
Largest force on an atom ... 0.1405 Eh/bohr
Energy ... -758.9125 Ha

The geometry in ORCA input format:
```
! wB97M-V def2-TZVPD RIJCOSX def2/J DEFGRID3
* xyz 0 1
C -1.58 -0.41 0.19
C -0.27 -1.14 -0.24
S 1.23 -0.18 0.23
O 1.10 0.05 1.63
O 2.38 -0.84 -0.34
N 1.14 1.40 -0.47
O 0.08 2.13 0.01
H -1.42 -0.25 1.13
H -2.45 -1.25 -0.12
H -1.60 0.59 -0.31
H 0.04 -2.13 0.17
H -0.26 -1.47 -1.45
H 1.05 1.27 -1.51
H 0.55 2.24 1.08
*
```

---

Results for ΔE to the lowest compared entry with this formula, charge and spin: 479.4 652.7 379.6 (in kJ/mol, following the order of the records).